Formula: C8H14
Source: the OMol25 dataset
Level of theory: wB97M-V/def2-TZVPD

Orbital gap (spin up / spin down), eV: 2.6 / 9.0
Highest occupied orbital energy (spin up / spin down), eV: 1.36 / -4.87
Total charge: -1
LUMO (spin up / spin down), eV: 4.0 / 4.2
ΔE to the lowest compared entry with this formula, charge and spin, eV: 2.121
Expectation value of S²: 0.751
2S+1: 2

Last columns: bonded neighbours and bond lengths (Å).
CARTESIAN COORDINATES (ANGSTROEM)
1 C -2.3780 0.8024 0.6403  C10 1.438, H11 1.167, H13 1.091, H16 1.040
2 H 1.8314 -2.8384 -0.0874  C3 1.109
3 C 0.9994 -2.3840 -0.6637  H2 1.109, H17 1.135, H19 1.102, C22 1.593
4 H -0.1359 -2.2573 1.3858  C22 1.197
5 H 0.0311 1.7161 -2.2853  C15 1.050
6 C 0.5495 -0.2291 0.5579  C8 1.541, C21 1.329, C22 1.521
7 H 1.0549 2.4348 -1.1356  C15 1.085
8 C -0.0658 0.7463 -0.4644  C6 1.541, C10 1.341, C15 1.493
9 H 1.9068 1.1944 1.5837  C21 1.102
10 C -1.2935 1.2204 -0.2066  C1 1.438, C8 1.341, H18 1.104
11 H -2.1038 1.1206 1.7294  C1 1.167
12 H 1.6099 0.9693 -1.8238  C15 1.087
13 H -2.7449 -0.2155 0.4996  C1 1.091
14 H -1.0351 -1.5294 0.1155  C22 1.108
15 C 0.7023 1.4810 -1.5129  H5 1.050, H7 1.085, C8 1.493, H12 1.087
16 H -3.2796 1.2923 0.4705  C1 1.040
17 H 1.4138 -1.6826 -1.4538  C3 1.135
18 H -1.3662 2.2535 -0.5896  C10 1.104
19 H 0.6768 -3.1803 -1.3541  C3 1.102
20 H 1.9770 -0.3820 2.1612  C21 1.071
21 C 1.4765 0.1954 1.4103  C6 1.329, H9 1.102, H20 1.071
22 C 0.0369 -1.6482 0.3699  C3 1.593, H4 1.197, C6 1.521, H14 1.108

Here are the natural (NBO) charges for atoms 1 to 2, given in e: C -0.795; H 0.197